# 1
Below is a structure of composition C18H49BeN4O8, with properties calculated with ωB97M-V with the def2-TZVPD basis set.

**Net charge**: +2
**Highest occupied orbital energy (spin up / spin down)**: -13.693 / -13.673 eV
**Spin multiplicity**: 2
**Frontier orbital gap (spin up / spin down)**: 6.77 / 3.13 eV

```
80
Properties=species:S:1:pos:R:3:forces:R:3:lowdin_charge:R:1
Be -10.4020 32.5094 -12.1924 -2.41 -1.62 0.14 0.915
O -6.2943 32.3381 -11.0099 -0.94 -0.50 -1.36 0.171
C -7.4489 32.1992 -11.6135 -0.20 1.77 1.37 -0.739
O -8.3616 31.4498 -11.2353 -1.14 -0.90 -0.15 0.135
O -7.8062 33.0719 -12.4238 -0.56 1.04 -1.93 0.176
H -6.3703 31.5784 -10.4279 1.34 -1.50 2.02 0.081
C -11.7625 28.0692 -11.7361 0.36 -0.73 -1.46 -0.031
C -10.9959 29.3116 -12.2679 -0.33 -1.32 0.68 -0.415
C -11.0317 29.5796 -13.7703 -0.15 -0.02 1.58 -0.131
O -10.2404 30.7770 -13.9938 -1.82 -1.33 1.55 -0.235
C -9.5978 30.8216 -15.2181 1.74 1.56 -0.90 -0.094
N -11.5751 30.3997 -11.5208 1.61 2.36 -0.43 0.057
H -11.7759 27.9066 -10.6584 0.83 0.31 0.08 0.088
H -11.3553 27.1887 -12.2329 -0.15 -0.31 0.25 0.089
H -12.8338 28.0870 -11.9364 -0.08 0.30 -0.60 0.088
H -9.9422 29.2535 -11.9952 0.06 -0.13 0.15 0.136
H -12.0877 29.7148 -14.0039 -0.08 0.34 -0.66 0.129
H -10.6700 28.6854 -14.2779 0.31 0.33 -0.34 0.147
H -8.6909 30.2184 -15.2610 -0.16 -0.49 0.14 0.107
H -9.2480 31.8539 -15.2030 0.15 -0.04 -0.75 0.080
H -10.1886 30.6576 -16.1192 -0.44 -0.15 0.28 0.113
H -12.5471 30.4912 -11.7794 -0.21 0.07 0.33 0.081
H -11.4856 30.0835 -10.5657 -0.38 0.65 0.45 0.099
C -6.7946 32.2108 -7.3713 0.13 -0.95 1.77 -0.047
C -5.4341 31.4311 -7.4374 -1.05 0.79 -0.85 -0.381
C -5.5568 30.0379 -8.0662 0.15 -0.49 1.15 -0.186
O -6.0253 30.1028 -9.3818 -0.49 0.46 -2.43 -0.247
C -5.8308 28.9726 -10.2828 0.22 -0.59 1.67 -0.030
N -4.5612 32.2103 -8.2681 0.92 0.29 -1.50 0.045
H -6.7237 33.1586 -6.8376 0.66 0.23 -0.23 0.082
H -7.4645 31.6844 -6.6914 -0.49 -0.37 -0.34 0.075
H -7.2729 32.4198 -8.3282 0.18 -0.38 -0.14 0.049
H -4.9172 31.2823 -6.4894 -0.64 0.09 0.39 0.145
H -6.2452 29.4541 -7.4552 -0.18 -0.17 0.03 0.134
H -4.5983 29.5193 -8.0425 0.25 0.17 0.03 0.138
H -6.6020 28.9796 -11.0530 0.12 0.18 0.15 0.085
H -5.8890 28.0611 -9.6880 -0.71 -0.16 0.05 0.094
H -4.8294 28.8273 -10.6882 0.20 1.04 -0.27 0.098
H -4.8460 33.1762 -8.3468 0.10 0.33 0.69 0.075
H -4.7731 31.8983 -9.2050 0.62 -0.19 -0.35 0.033
C -9.3560 34.5643 -9.3934 -0.20 -1.01 1.22 -0.032
C -10.1921 33.3070 -9.0021 -0.26 1.69 -0.37 -0.378
C -10.7585 33.3317 -7.5561 0.66 -0.73 -0.71 -0.168
O -11.8171 32.3757 -7.5282 0.17 1.05 -0.14 -0.221
C -12.4674 32.2582 -6.2635 0.69 -0.53 0.12 -0.065
N -11.3434 33.3178 -9.9594 0.88 -0.23 -0.47 0.059
H -8.4775 34.6625 -8.7557 0.24 -0.14 -0.25 0.083
H -9.9238 35.4758 -9.2065 -0.19 -0.02 -0.30 0.090
H -9.0793 34.4682 -10.4433 0.19 0.28 -0.03 0.057
H -9.6261 32.3995 -9.2123 -0.04 -0.06 0.35 0.109
H -11.0536 34.3407 -7.2682 -0.46 0.13 -0.09 0.137
H -9.9631 33.0418 -6.8694 0.11 -0.13 0.18 0.125
H -12.9370 33.1614 -5.8737 -0.28 0.18 -0.56 0.096
H -11.7015 32.0115 -5.5282 -0.06 -0.37 0.20 0.091
H -13.1593 31.4278 -6.4041 -0.09 0.26 0.38 0.099
H -12.0663 32.8971 -9.3933 -0.64 -1.40 -0.41 0.070
H -11.7405 34.2465 -9.9677 0.41 0.78 -0.45 0.089
C -14.2194 33.1527 -14.8923 0.99 -0.55 -1.11 -0.022
C -12.7682 32.8285 -14.3980 -0.71 0.39 0.51 -0.398
C -11.7930 33.8571 -14.9380 -0.05 -0.74 -0.05 -0.171
O -10.4402 33.6749 -14.4465 -0.40 1.40 0.97 -0.247
C -9.5353 34.7342 -14.9479 0.57 -0.80 0.07 -0.028
N -12.7602 32.8361 -12.9197 1.23 0.12 -0.25 0.059
H -14.9068 32.3148 -14.7758 0.26 -0.23 -0.16 0.088
H -14.0752 33.3720 -15.9502 -0.56 -0.23 -0.27 0.088
H -14.7799 34.0064 -14.5113 0.74 0.30 0.60 0.092
H -12.3944 31.8569 -14.7210 -0.51 -0.17 -0.06 0.121
H -12.2667 34.8061 -14.6870 0.75 0.60 -0.19 0.143
H -11.7375 33.6627 -16.0091 -0.15 0.58 -0.18 0.146
H -9.4057 34.6194 -16.0241 -0.17 -0.19 -0.02 0.102
H -8.5699 34.5651 -14.4710 -0.12 -0.21 -0.03 0.078
H -9.7763 35.7812 -14.7638 -0.85 -0.25 0.39 0.101
H -13.5270 32.2244 -12.6789 0.12 -0.57 0.55 0.087
H -13.1574 33.7292 -12.6656 0.22 0.56 0.34 0.093
C -3.7297 33.7182 -12.0864 -0.85 -0.33 0.38 -0.074
O -4.9512 34.3338 -12.4712 0.19 0.96 -0.30 -0.022
H -3.9290 33.2929 -11.1028 0.51 -0.36 0.07 0.070
H -3.5543 32.9338 -12.8226 0.59 -0.20 0.10 0.106
H -2.9019 34.4222 -12.0002 -0.34 0.12 -0.44 0.105
H -5.6689 33.7302 -12.2657 0.06 0.05 0.15 0.028
```
Forces are in eV/Å.

# 2
Below is a cluster of 4 separate species, C6H22NO3 in total, with properties calculated with ωB97M-V with the def2-TZVPD basis set.

**Net charge**: +1
**Highest occupied orbital energy**: -13.919 eV
**Frontier orbital gap**: 10.59 eV

```
32
Properties=species:S:1:pos:R:3:forces:R:3:lowdin_charge:R:1
C -0.5926 -0.8257 1.2928 1.92 -0.23 -2.06 0.005
C -0.4299 0.1439 0.0398 0.11 0.73 0.68 -0.253
C 1.0010 0.7414 -0.1902 0.79 -0.96 1.40 -0.160
C 1.1248 2.2392 -0.4927 -1.69 -0.04 -0.87 -0.345
C 0.8422 3.0308 0.7769 -3.48 0.06 -1.69 -0.062
C 0.0587 2.6500 -1.6484 7.39 1.57 -1.44 -0.044
N -0.7565 -0.5931 -1.2859 -3.80 1.12 -1.30 0.184
H 0.1345 -0.5213 2.0523 -0.39 0.08 -0.13 0.066
H -1.5542 -0.9694 1.7329 -0.82 0.42 0.00 0.079
H -0.2623 -1.8258 0.9419 -0.03 0.42 0.46 0.065
H -1.1279 1.0148 0.1169 0.32 -0.97 -0.21 0.142
H 1.4999 0.1117 -0.9081 0.17 -0.07 -0.86 0.102
H 1.6619 0.5066 0.6818 -0.78 0.34 -0.20 0.130
H 2.1439 2.4569 -0.8370 -0.33 -0.15 -0.08 0.141
H 0.0478 2.6127 1.4208 0.03 -0.25 -0.48 0.093
H 0.4245 3.9804 0.4551 0.15 0.39 0.22 0.086
H 1.5878 3.2122 1.4327 2.98 0.42 1.69 0.042
H -0.8704 2.6195 -1.3750 -5.48 -0.59 1.73 -0.006
H 0.2223 3.7164 -2.0036 0.01 -1.03 0.81 0.110
H 0.2775 2.1185 -2.5776 -0.28 -0.48 0.14 0.075
H -1.5424 -0.0893 -1.8867 2.00 -0.77 1.59 0.218
H -0.0077 -0.6922 -1.9551 0.73 0.05 0.12 0.140
H -1.2149 -1.5164 -1.2303 0.45 0.02 0.35 0.109
H 1.6677 -0.8659 3.5031 -0.43 -0.44 -0.71 -0.010
H 2.4693 -0.0789 4.4078 1.19 1.71 0.55 0.010
O 2.0110 -0.8865 4.3859 -0.71 -1.29 0.19 -0.010
H -0.6546 -5.1155 0.6994 0.38 1.67 0.47 0.097
H -0.8372 -3.8212 -0.0027 -1.18 1.19 -3.03 -0.051
O -0.5212 -4.1255 0.7921 0.77 -2.97 2.46 -0.038
H -1.8042 -3.3346 -3.4079 -0.67 0.31 0.81 0.088
H -2.8504 -3.1465 -2.2293 -1.18 -1.05 0.28 0.034
O -2.1485 -2.7468 -2.7018 1.85 0.79 -0.88 -0.035
```
Forces are in eV/Å.

# 3
Below is the molecule C22H28N4O2, with properties calculated with ωB97M-V with the def2-TZVPD basis set.

**Highest occupied orbital energy**: -8.070 eV
**Frontier orbital gap**: 8.60 eV

```
56
Properties=species:S:1:pos:R:3:forces:R:3:lowdin_charge:R:1
C 2.9658 -1.0586 1.5881 -0.03 -0.01 0.03 -0.108
H 3.5149 -1.5906 2.3626 -0.08 -0.05 0.02 0.093
O 3.7865 0.0110 1.1813 0.18 0.10 0.05 -0.184
C 3.3687 0.6570 0.0056 -0.16 0.23 0.03 -0.233
C 2.0323 1.3986 0.1394 0.25 -0.10 -0.08 -0.154
C 1.8550 2.4176 -0.9816 0.14 -0.19 -0.01 -0.172
N 0.4990 2.9203 -1.0153 0.22 0.09 0.31 0.074
C -0.1825 3.0992 -2.1667 -0.29 0.41 0.45 -0.511
O 0.3254 2.9363 -3.2583 0.07 -0.05 -0.48 0.051
C -1.6415 3.4781 -1.9818 0.02 -0.09 -0.23 -0.079
H -1.7874 3.9368 -1.0040 -0.03 0.02 0.01 0.099
H -1.9143 4.2011 -2.7512 0.08 0.05 0.07 0.124
C -2.5262 2.2234 -2.1390 0.08 0.01 0.09 -0.119
C -1.9880 1.0595 -1.3466 -0.12 -0.20 -0.16 -0.139
C -1.2165 0.0761 -1.9671 -0.06 -0.08 0.37 -0.128
C -0.6688 -0.9094 -1.1339 -0.25 0.14 0.74 -0.053
C -0.9699 -0.8597 0.2518 -0.05 0.30 -0.92 -0.215
N -1.7466 0.0464 0.8287 0.04 -0.13 0.31 0.170
C -2.2416 0.9847 0.0398 0.08 -0.12 -0.04 -0.268
C -3.1433 1.9576 0.7395 -0.04 0.02 -0.04 -0.018
H -2.7778 2.9791 0.6642 -0.04 0.14 -0.01 0.070
H -3.2036 1.6825 1.7887 -0.01 0.02 0.00 0.080
H -4.1439 1.9235 0.3109 -0.10 0.09 -0.02 0.086
N -0.3228 -1.9018 0.8454 -0.22 0.45 -0.49 -0.013
N 0.3779 -2.5916 -0.0790 0.34 -0.43 -0.36 0.145
C 0.1961 -2.0423 -1.2527 -0.01 -0.03 0.21 -0.266
C 0.8838 -2.6099 -2.4422 0.00 -0.06 0.04 -0.031
H 1.5035 -1.8567 -2.9276 0.03 -0.01 -0.09 0.080
H 1.5139 -3.4341 -2.1174 0.04 -0.03 -0.03 0.080
H 0.1607 -2.9870 -3.1648 0.03 0.00 -0.09 0.081
C -0.2975 -2.2948 2.1844 0.08 -0.31 0.66 -0.197
C -0.9847 -1.5746 3.1561 -0.06 0.11 -0.10 -0.019
C -0.9323 -1.9897 4.4739 0.09 -0.13 0.06 -0.083
C -0.2035 -3.1114 4.8322 -0.02 -0.01 0.16 -0.099
C 0.4779 -3.8262 3.8603 -0.03 0.05 0.04 -0.085
C 0.4349 -3.4248 2.5398 0.01 0.03 -0.14 -0.032
H 0.9581 -3.9693 1.7708 0.04 -0.06 -0.02 0.102
H 1.0464 -4.7030 4.1326 0.05 -0.07 0.01 0.102
H -0.1675 -3.4281 5.8637 0.00 -0.03 0.09 0.098
H -1.4667 -1.4302 5.2275 -0.04 0.05 0.05 0.102
H -1.5515 -0.7047 2.8677 0.01 -0.02 0.07 0.085
C -0.9945 0.0459 -3.4455 0.06 0.04 -0.09 -0.001
H -1.9499 0.0125 -3.9691 -0.03 -0.02 -0.06 0.096
H -0.4202 -0.8272 -3.7305 0.01 -0.07 -0.07 0.062
H -0.4603 0.9362 -3.7732 -0.02 -0.01 -0.08 0.075
H -2.5612 1.9643 -3.1955 -0.07 0.03 0.01 0.109
H -3.5408 2.4673 -1.8194 -0.01 0.00 -0.10 0.112
H 0.0394 3.0512 -0.1286 -0.11 0.00 -0.14 0.140
H 2.5609 3.2467 -0.8492 0.01 -0.12 -0.09 0.129
H 2.0449 1.9628 -1.9578 0.04 0.08 0.08 0.127
H 2.0103 1.9052 1.1075 -0.01 -0.02 0.08 0.127
H 1.2074 0.6842 0.1096 -0.06 0.02 0.02 0.093
H 4.1646 1.3735 -0.2152 -0.05 -0.05 -0.11 0.128
H 3.3040 -0.0652 -0.8233 0.03 0.05 0.01 0.125
H 2.0171 -0.7068 2.0074 -0.01 -0.03 -0.02 0.079
H 2.7560 -1.7411 0.7570 -0.02 -0.02 0.01 0.080
```
Forces are in eV/Å.

# 4
Below is a cluster of 2 separate species, C9H17N3 in total, with properties calculated with ωB97M-V with the def2-TZVPD basis set.

**Net charge**: +2
**Highest occupied orbital energy**: -13.680 eV
**Frontier orbital gap**: 7.76 eV

```
29
Properties=species:S:1:pos:R:3:forces:R:3:lowdin_charge:R:1
C -1.2132 -0.7250 -4.5062 0.10 0.01 -0.33 -0.042
C 0.2320 1.8988 -1.2198 -3.33 -4.05 -1.79 0.273
C -1.8726 -0.5796 -2.4352 3.77 4.30 2.23 -0.189
C -2.3859 -0.4161 -1.0309 -0.45 -0.05 0.10 -0.108
C -1.2829 0.1533 -0.0626 -0.14 -0.21 -0.18 -0.135
C -0.4818 1.4671 -0.2082 -0.01 0.15 0.66 -0.342
C -0.7756 0.3457 -2.6263 -0.14 -0.06 0.48 0.061
C -0.3591 2.2266 1.0941 0.10 0.12 -0.20 -0.047
C 0.6339 0.8947 -4.6017 0.54 0.45 -0.39 0.003
N -0.4242 0.1865 -3.9291 -0.79 -0.82 -0.29 -0.124
N -2.0985 -1.1873 -3.6072 0.03 -0.08 -0.42 0.151
N 3.9421 -2.5833 8.9927 0.02 -0.01 0.05 0.325
H -1.1500 -1.0402 -5.5278 -0.01 -0.11 -0.17 0.157
H -3.2452 0.2607 -1.0422 -0.05 -0.10 0.05 0.124
H -2.7193 -1.3590 -0.5916 0.00 0.08 0.08 0.120
H -1.7765 0.2056 0.9088 0.08 -0.03 0.01 0.113
H -0.5089 -0.6171 0.0079 0.00 0.01 0.10 0.133
H 0.8198 2.6102 -1.7344 0.33 0.49 -0.18 0.074
H 4.8917 -2.8803 9.2590 -0.23 0.07 -0.06 0.170
H -1.3356 2.6254 1.3632 -0.07 0.01 0.06 0.099
H 0.3414 3.0521 1.0068 0.04 0.09 0.09 0.086
H -0.0252 1.5594 1.8859 0.01 -0.05 0.07 0.091
H 1.5427 0.8494 -4.0025 -0.09 -0.09 -0.03 0.103
H 0.8230 0.4485 -5.5756 -0.01 0.00 0.05 0.103
H 0.3558 1.9405 -4.7389 -0.04 -0.10 0.01 0.108
H -2.8087 -1.8821 -3.7958 0.09 0.04 -0.10 0.189
H 3.5746 -1.9378 9.7060 0.09 -0.16 -0.17 0.170
H 3.3309 -3.4096 8.9307 0.15 0.20 0.02 0.169
H 3.9752 -2.1072 8.0811 -0.01 -0.12 0.24 0.167
```
Forces are in eV/Å.

Which maximum force belongs to each record? In order, 0.057 0.149 0.019 0.119 Eh/bohr.
Which energy above the lowest of the compared OMol25 structures with the same formula, charge and spin belongs to each record? In order, 0.0 43.4 24.5 19.1 kcal per mole.